# 1
The following is a DFT calculation (ωB97M-V/def2-TZVPD) of a 2-piece molecular cluster, C4H9O3 overall.

Structure (XYZ):
```
16
Properties=species:S:1:pos:R:3:forces:R:3:mulliken_charge:R:1
C -2.016 -0.615 1.070 2.3 -1.0 2.2 -0.106
C -1.494 0.707 0.614 -0.3 0.7 -1.4 -0.953
O -0.901 -1.555 1.357 -0.1 0.3 -0.8 -0.550
H -2.241 -0.468 2.135 -1.9 -0.2 -0.5 0.201
H -2.600 -1.213 0.369 -0.9 0.7 0.5 0.262
H -2.066 1.619 0.832 -0.6 -0.5 0.3 0.341
H -0.091 -1.154 1.014 0.4 0.2 0.0 0.326
H -1.438 0.685 -0.484 0.7 0.2 0.3 0.130
H -0.529 0.875 1.081 0.3 0.0 -0.4 0.360
C 1.694 0.225 -1.783 -0.2 -0.3 1.0 -0.738
C 2.264 0.045 -0.310 -0.4 0.7 -0.9 0.470
O 1.435 0.437 0.559 0.5 -0.6 0.3 -0.691
O 3.429 -0.360 -0.182 -0.2 -0.1 0.1 -0.722
H 0.705 0.651 -1.642 0.0 0.5 -0.3 0.140
H 1.499 -0.737 -2.252 0.5 -0.2 -0.2 0.231
H 2.351 0.860 -2.379 -0.1 -0.2 -0.1 0.297
```
Positions in Å, forces in eV/Å.

Charge: -1
HOMO-LUMO gap: 8.098 eV
DFT total energy: -383.5596 a.u.
Relative energy (zero: lowest compared OMol25 entry of this formula, charge and spin): 123.23 kJ/mol

# 2
The following is a DFT calculation (ωB97M-V/def2-TZVPD) of a 2-piece molecular cluster, C4H9OP overall.

Structure (XYZ):
```
15
Properties=species:S:1:pos:R:3:forces:R:3:mulliken_charge:R:1
C -3.824 -0.293 0.776 1.1 3.1 -3.5 -0.145
C 1.910 -0.818 -0.073 -0.1 0.1 -2.6 -1.218
C 0.359 1.092 0.442 0.2 -0.6 -3.9 -1.130
C 0.482 -0.284 -0.263 0.5 -1.1 3.2 0.254
O 0.185 -0.178 -1.565 0.4 0.7 -3.6 -0.518
P -3.501 0.729 -0.344 -0.1 -1.2 0.9 -0.273
H -4.176 -0.745 1.597 -0.9 -1.9 2.6 0.457
H 0.986 0.177 -2.017 -1.0 -0.3 0.2 0.355
H 2.091 -1.068 0.943 0.6 0.3 1.0 0.369
H 2.047 -1.794 -0.656 -0.1 1.4 0.6 0.273
H 2.540 0.031 -0.542 -0.2 -1.6 1.1 0.354
H 1.230 1.664 0.082 -0.3 0.1 0.2 0.310
H 0.422 1.005 1.446 -0.1 -0.1 3.3 0.381
H -0.546 1.564 0.058 0.0 0.1 0.5 0.237
H -0.204 -1.083 0.116 0.1 0.9 0.2 0.294
```
Positions in Å, forces in eV/Å.

HOMO-LUMO gap: 10.575 eV
DFT total energy: -574.2934 a.u.
Relative energy (zero: lowest compared OMol25 entry of this formula, charge and spin): 223.48 kJ/mol

# 3
The following is a DFT calculation (ωB97M-V/def2-TZVPD) of an isolated ion of composition C4H9OS and charge -1.

Structure (XYZ):
```
15
Properties=species:S:1:pos:R:3:forces:R:3:mulliken_charge:R:1
C -2.014 -0.602 0.537 -0.8 0.0 0.8 -0.452
O -2.841 -0.390 1.567 -0.2 0.1 -0.3 -0.887
C -0.868 0.439 0.460 0.5 1.0 -2.1 -0.518
C 0.348 0.019 -0.420 -0.7 0.0 -0.6 -0.719
C 1.723 0.341 0.152 0.9 0.5 -0.1 -0.553
S 3.082 0.242 -1.194 -1.2 -0.2 0.9 -0.299
H -1.606 -1.636 0.546 0.6 -0.3 -0.1 0.157
H -2.529 -0.550 -0.515 0.5 0.0 0.7 0.114
H -0.456 0.955 1.325 -0.6 -0.6 0.8 0.452
H -1.369 1.234 -0.119 0.3 0.2 0.4 0.139
H 0.291 0.482 -1.409 0.0 0.4 0.1 0.390
H 0.149 -1.023 -0.705 0.8 -0.4 0.5 0.359
H 1.811 1.377 0.503 -0.4 -0.1 -0.1 0.349
H 2.056 -0.263 0.994 -0.2 -0.3 -0.1 0.351
H 2.224 -0.625 -1.723 0.4 -0.4 -0.8 0.118
```
Positions in Å, forces in eV/Å.

Charge: -1
HOMO-LUMO gap: 5.246 eV
DFT total energy: -631.1861 a.u.
Relative energy (zero: lowest compared OMol25 entry of this formula, charge and spin): 186.47 kJ/mol

# 4
The following is a DFT calculation (ωB97M-V/def2-TZVPD) of a 2-piece molecular cluster, C4H9S overall.

Structure (XYZ):
```
14
Properties=species:S:1:pos:R:3:forces:R:3:mulliken_charge:R:1
C -2.990 -0.380 0.244 0.3 2.2 1.5 -0.721
S -1.789 1.130 0.504 -1.3 -0.9 -0.2 -0.690
H -3.542 -0.484 1.193 0.3 -0.2 -0.2 0.171
H -3.745 -0.058 -0.464 0.1 -0.4 -0.6 0.182
H -2.483 -1.307 0.030 0.2 -0.3 -0.4 0.222
C 0.850 -0.748 -0.093 0.8 1.3 -0.8 -0.509
C 2.145 0.043 0.002 -0.2 0.2 -0.8 -0.111
C 2.231 1.335 -0.327 2.3 -0.9 0.5 -0.722
H 0.014 -0.112 0.262 0.1 -0.4 -0.2 -0.170
H 0.653 -1.053 -1.146 0.1 0.3 0.6 0.233
H 0.966 -1.626 0.468 -0.1 -1.4 0.9 0.321
H 3.078 -0.470 0.255 -0.2 -0.1 -0.1 0.264
H 3.229 1.822 -0.422 -0.9 -0.3 0.3 0.212
H 1.383 1.909 -0.504 -1.4 0.9 -0.5 0.319
```
Positions in Å, forces in eV/Å.

Charge: -1
HOMO-LUMO gap: 6.432 eV
DFT total energy: -555.9647 a.u.
Relative energy (zero: lowest compared OMol25 entry of this formula, charge and spin): 104.17 kJ/mol

# 5
The following is a DFT calculation (ωB97M-V/def2-TZVPD) of a 2-piece molecular cluster, C4H9S overall.

Structure (XYZ):
```
14
Properties=species:S:1:pos:R:3:forces:R:3:mulliken_charge:R:1
C 2.927 -1.440 0.623 -0.2 0.6 0.3 -0.729
S 1.300 -0.880 1.264 0.0 0.0 0.0 -0.695
H 2.930 -1.406 -0.464 0.1 -0.3 -0.2 0.185
H 3.148 -2.441 0.989 0.2 -0.1 -0.2 0.177
H 3.728 -0.760 0.948 -0.1 -0.2 0.1 0.176
C -1.932 0.198 -0.278 0.7 -0.1 0.3 -0.875
C -1.594 1.304 -1.233 0.1 -0.2 0.3 -0.018
C -2.488 2.084 -1.830 0.3 -0.4 0.1 -0.724
H -1.046 -0.415 -0.051 -0.2 0.0 -0.3 0.113
H -2.735 -0.423 -0.657 -0.3 -0.1 0.1 0.317
H -2.188 0.602 0.703 -0.3 0.1 0.0 0.230
H -0.518 1.435 -1.367 -0.2 0.3 -0.2 0.334
H -2.159 2.870 -2.486 -0.1 0.3 -0.2 0.262
H -3.552 1.919 -1.668 0.1 0.2 -0.1 0.248
```
Positions in Å, forces in eV/Å.

Charge: -1
HOMO-LUMO gap: 5.946 eV
DFT total energy: -555.9795 a.u.
Relative energy (zero: lowest compared OMol25 entry of this formula, charge and spin): 65.34 kJ/mol

# 6
The following is a DFT calculation (ωB97M-V/def2-TZVPD) of one molecule with the formula C4HClFN.

Structure (XYZ):
```
8
Properties=species:S:1:pos:R:3:forces:R:3:mulliken_charge:R:1
C 0.375 -1.104 -0.437 -1.2 -0.9 -0.1 0.250
C -0.158 -0.014 0.437 -0.4 -1.6 -1.3 -0.258
C -0.536 0.834 1.187 0.1 1.1 1.1 0.439
C -0.832 1.843 2.121 -0.6 0.1 -0.3 0.088
H 1.047 -1.661 0.192 0.8 0.0 -0.2 0.226
N -1.179 2.691 2.829 0.5 -0.8 -0.5 -0.380
F -0.518 -2.177 -0.872 0.8 2.4 0.9 -0.251
Cl 1.104 -0.408 -1.882 0.0 -0.3 0.4 -0.115
```
Positions in Å, forces in eV/Å.

HOMO-LUMO gap: 11.086 eV
DFT total energy: -767.7358 a.u.
Relative energy (zero: lowest compared OMol25 entry of this formula, charge and spin): 36.50 kJ/mol

# 7
The following is a DFT calculation (ωB97M-V/def2-TZVPD) of one molecule with the formula C4HNO.

Structure (XYZ):
```
7
Properties=species:S:1:pos:R:3:forces:R:3:mulliken_charge:R:1
O -1.017 -0.493 0.055 0.0 0.2 0.0 -0.177
C -0.171 0.571 0.048 0.2 -0.2 0.0 -0.570
C 1.157 0.101 -0.050 0.5 0.1 0.0 -0.100
C 2.361 -0.025 -0.142 -0.5 0.0 0.0 0.200
C -2.285 -0.141 0.126 -1.0 0.2 0.1 0.617
N -3.411 0.115 0.182 1.1 -0.3 -0.1 -0.370
H 3.420 -0.146 -0.227 -0.2 0.0 0.0 0.400
```
Positions in Å, forces in eV/Å.

HOMO-LUMO gap: 8.425 eV
DFT total energy: -282.8035 a.u.
Relative energy (zero: lowest compared OMol25 entry of this formula, charge and spin): 298.51 kJ/mol

# 8
The following is a DFT calculation (ωB97M-V/def2-TZVPD) of C4HO2Sr as an isolated structure.

Structure (XYZ):
```
8
Properties=species:S:1:pos:R:3:forces:R:3:mulliken_charge:R:1
O -0.312 1.789 0.060 1.0 1.0 -0.6 -0.435
C 2.947 0.108 0.701 0.0 -0.2 0.1 -0.396
C 1.789 0.359 0.302 -1.1 0.9 -1.3 -0.171
C 0.500 0.632 -0.201 -0.4 0.2 2.8 0.224
C -0.425 -0.310 -0.086 1.1 -1.5 -0.2 0.277
O -1.107 -1.252 -0.413 -1.8 -1.8 -0.1 -0.693
Sr -2.440 -3.188 0.296 0.9 1.1 -0.4 1.857
H -0.952 1.861 -0.659 0.2 0.4 -0.2 0.337
```
Positions in Å, forces in eV/Å.

Charge: +1
HOMO-LUMO gap (alpha / beta): 2.989 / 2.741 eV
DFT total energy: -333.6625 a.u.
Relative energy (zero: lowest compared OMol25 entry of this formula, charge and spin): 278.38 kJ/mol

# 9
The following is a DFT calculation (ωB97M-V/def2-TZVPD) of C4HO2Tl as an isolated structure.

Structure (XYZ):
```
8
Properties=species:S:1:pos:R:3:forces:R:3:mulliken_charge:R:1
O 0.574 1.573 0.014 -0.2 0.7 -0.4 -0.517
C -2.758 0.554 1.322 0.2 -0.1 -0.1 -0.413
C -1.686 0.595 0.684 0.3 0.5 -0.9 -0.045
C -0.479 0.606 -0.057 0.8 -1.3 2.1 -0.113
C 0.144 -0.543 -0.307 -1.7 2.0 0.5 0.671
O 0.643 -1.484 -0.820 -0.2 -1.3 -0.7 -0.607
Tl 2.369 -2.597 -1.536 1.2 -0.8 -0.5 0.685
H 1.194 1.295 0.700 -0.4 0.3 0.1 0.340
```
Positions in Å, forces in eV/Å.

HOMO-LUMO gap: 5.085 eV
DFT total energy: -475.7144 a.u.
Relative energy (zero: lowest compared OMol25 entry of this formula, charge and spin): 171.78 kJ/mol

# 10
The following is a DFT calculation (ωB97M-V/def2-TZVPD) of an isolated ion of composition C4HO3 and charge -1.

Structure (XYZ):
```
8
Properties=species:S:1:pos:R:3:forces:R:3:mulliken_charge:R:1
C -0.017 0.141 0.236 1.5 0.2 1.1 -0.463
C 0.157 0.273 1.553 0.3 0.4 1.6 -0.341
C 0.838 0.318 2.646 1.8 -0.8 -0.3 0.692
C 1.654 0.135 -0.470 -1.3 -0.4 -0.6 0.596
O 2.087 1.226 -0.780 -0.3 0.4 0.2 -0.614
O 1.622 0.229 3.566 -2.1 0.5 -1.1 -0.562
O 2.075 -1.011 -0.487 -0.2 -0.2 0.2 -0.609
H -1.076 -0.032 0.020 0.3 -0.1 -1.1 0.300
```
Positions in Å, forces in eV/Å.

Charge: -1
HOMO-LUMO gap: 7.497 eV
DFT total energy: -378.7081 a.u.
Relative energy (zero: lowest compared OMol25 entry of this formula, charge and spin): 59.11 kJ/mol

# 11
The following is a DFT calculation (ωB97M-V/def2-TZVPD) of one molecule with the formula C4N2.

Structure (XYZ):
```
6
Properties=species:S:1:pos:R:3:forces:R:3:mulliken_charge:R:1
C 0.392 -0.504 -0.065 0.7 0.4 -0.1 0.095
C 0.305 0.688 -0.018 0.0 -0.1 0.0 0.833
C -0.261 1.927 0.103 -0.5 -0.1 0.1 0.087
N -1.058 2.736 0.262 0.1 0.9 0.0 -0.300
C 0.439 -1.861 -0.123 -0.8 -1.3 0.0 -0.356
N 0.183 -2.986 -0.159 0.6 0.2 0.0 -0.360
```
Positions in Å, forces in eV/Å.

HOMO-LUMO gap: 10.531 eV
DFT total energy: -261.8261 a.u.
Relative energy (zero: lowest compared OMol25 entry of this formula, charge and spin): 32.46 kJ/mol

# 12
The following is a DFT calculation (ωB97M-V/def2-TZVPD) of C4N2S2Tl as an isolated structure.

Structure (XYZ):
```
9
Properties=species:S:1:pos:R:3:forces:R:3:mulliken_charge:R:1
Tl 2.554 2.597 1.174 0.2 0.0 -0.1 0.788
S -0.280 0.943 1.351 -0.9 -0.2 -0.3 -0.063
C 0.764 -0.017 0.483 1.6 -0.8 -0.5 0.161
S 2.327 -0.388 0.320 0.0 0.3 0.2 -0.219
C -0.439 -0.409 -0.248 -1.2 1.3 1.1 0.530
C -1.221 -1.526 0.176 0.1 -0.2 -0.1 0.154
N -1.834 -2.428 0.537 0.0 0.0 0.0 -0.213
C -0.809 0.317 -1.422 0.2 -0.2 -0.3 0.086
N -1.061 0.912 -2.371 0.0 0.0 0.0 -0.223
```
Positions in Å, forces in eV/Å.

Charge: +1
HOMO-LUMO gap: 7.563 eV
DFT total energy: -1230.4456 a.u.
Relative energy (zero: lowest compared OMol25 entry of this formula, charge and spin): 32.15 kJ/mol